# 1
Here is a 8-piece molecular cluster, C33H34BF4O19 overall from the Open Molecules 2025 dataset. Energies are from ωB97M-V/def2-TZVPD.

```
91
Properties=species:S:1:pos:R:3:forces:R:3:lowdin_charge:R:1
B 0.15784 0.71763 -1.56782 -1.156 -0.027 0.519 -1.2809
F 0.40315 -0.66698 -1.69056 -0.118 -0.370 0.427 0.1015
F -1.23066 0.99899 -1.36448 0.762 -0.493 0.061 0.0829
F 0.85769 1.31799 -0.49370 0.147 -0.269 0.677 0.0996
F 0.60999 1.28196 -2.69765 0.541 0.952 -1.776 0.1827
C 7.50495 -0.00033 -3.06981 4.656 6.157 3.965 0.0937
C 7.47912 1.26069 -2.18104 3.243 -4.093 -2.970 -0.0980
C 6.23386 1.88101 -1.81846 -4.831 1.202 0.312 -0.3958
O 6.09092 2.89406 -1.12121 1.593 -0.717 -0.471 0.0823
C 4.98469 1.26553 -2.32110 5.521 -7.539 -5.022 0.1481
C 5.03022 -0.09186 -3.21200 -2.408 7.618 5.095 -0.0803
C 6.36255 -0.62466 -3.63089 -1.805 -0.415 1.038 -0.4364
O 6.43448 -1.61587 -4.29018 0.258 -1.443 -1.451 0.1412
O 3.84590 -0.66222 -3.41446 6.011 -3.698 -1.853 0.1441
O 8.65058 1.89963 -1.67332 -1.477 -5.248 -1.614 0.0691
H 8.60349 -0.34063 -3.33633 -2.703 0.476 0.472 0.1573
H 4.02826 1.46817 -2.17626 -3.819 1.794 1.345 0.0413
H 3.01876 -0.32493 -3.34298 -3.538 2.750 0.945 0.0680
H 8.51794 2.80273 -1.69089 -0.887 3.206 0.300 0.0557
C 1.92402 -0.18700 5.11921 -0.766 1.584 -9.064 0.1061
C 1.48925 -0.12210 3.54912 1.605 0.160 7.140 -0.1047
C 0.18634 -0.79716 3.19730 0.315 -0.512 1.570 -0.3516
O -0.32947 -0.66367 2.10993 0.327 0.245 -0.497 0.1036
C -0.41590 -1.63325 4.23994 4.043 1.772 5.625 0.1122
C -0.01979 -1.67187 5.66536 -1.435 1.199 -6.877 -0.1869
C 1.14830 -0.91436 6.01027 2.255 -0.398 1.107 -0.4625
O 1.64860 -1.07153 7.10584 -0.283 -0.310 2.100 0.1065
O -0.62177 -2.29777 6.62802 3.680 1.997 2.611 0.2080
O 2.11232 0.57781 2.63927 -0.551 -0.238 0.460 0.1394
H 2.88784 0.22060 5.42944 -0.540 -0.067 -0.154 0.1110
H -1.21925 -2.10820 3.92604 -3.833 -2.385 -1.262 0.0448
H -1.28916 -2.69461 6.21747 -4.997 -3.176 -2.067 0.0608
H 1.43167 0.71279 1.95553 0.237 0.020 -0.929 0.1118
C -0.67592 6.77933 0.90177 0.979 0.313 -7.148 0.1227
C -0.36464 7.02429 -0.52848 -2.353 3.469 6.434 -0.1525
C -0.12442 5.94664 -1.40166 2.824 -3.954 -3.557 -0.3395
O 0.20105 6.07120 -2.62973 -1.378 0.669 3.231 0.0468
C 0.02231 4.55655 -0.81556 -1.473 0.086 4.989 0.1272
C -0.31516 4.27363 0.65145 0.809 -0.839 -6.318 -0.1579
C -0.78506 5.41283 1.42643 1.118 1.408 1.127 -0.3816
O -1.04096 5.30591 2.60141 -0.694 -0.603 0.858 0.1312
O -0.32873 3.01879 1.20311 0.579 1.359 -3.410 0.0545
O -0.38314 8.36509 -1.01539 0.112 -3.223 1.291 0.0548
H -0.95009 7.61564 1.48200 -0.147 0.577 0.811 0.1029
H 0.43180 3.80361 -1.49603 -0.336 0.143 0.351 0.1086
H -0.11561 2.49084 0.32522 -0.231 0.085 2.434 0.1186
H -0.10625 8.21523 -1.91747 0.220 0.306 -1.049 0.0792
C 0.02732 -5.13900 0.78619 -0.293 5.675 -5.079 0.0898
C 0.48682 -3.69539 0.17330 -2.012 -6.616 2.490 -0.1696
C 1.74443 -3.11762 0.62618 2.098 -0.586 0.650 -0.3577
O 2.13801 -2.10560 0.06001 0.051 -0.661 0.820 0.1172
C 2.52634 -3.89548 1.66503 -4.974 -4.451 0.607 0.1238
C 1.93225 -5.18827 2.27980 7.010 6.479 1.539 -0.1222
C 0.81745 -5.82817 1.71967 -4.049 -3.888 0.995 -0.4527
O 0.42260 -6.94857 2.19867 1.390 2.314 -1.210 0.0394
O 2.48275 -5.74718 3.47066 0.373 2.188 -1.487 0.0238
O -0.14354 -3.11879 -0.77038 -0.405 0.451 -1.505 0.1140
H -0.83282 -5.60778 0.17369 1.574 0.683 1.543 0.1326
H 3.33367 -3.32779 1.97485 1.754 0.409 1.205 0.0698
H 3.18407 -5.12973 3.91703 -2.006 -1.377 -1.722 0.1668
H 0.35088 -2.37932 -1.27017 -0.474 -0.349 1.443 0.1448
C -5.28429 1.32509 -2.16339 0.438 -0.397 -1.041 -0.0312
C -4.78026 2.73924 -2.23774 -2.587 1.656 2.082 -0.5242
O -5.64132 3.61372 -2.31718 0.971 -0.157 -0.468 0.0273
C -3.33760 3.07488 -2.07325 0.961 -2.148 -0.291 -0.0248
H -4.93682 0.93673 -3.20040 -0.593 -0.625 2.167 0.1288
H -6.35416 1.25085 -1.99818 -0.458 0.744 -1.177 0.0725
H -5.08237 0.85106 -1.19456 1.647 -0.531 -0.624 0.0745
H -3.16664 4.09872 -2.45105 0.290 -0.793 -0.065 0.0883
H -2.86370 2.14879 -2.60519 0.130 2.227 0.579 0.1067
H -2.93805 2.97609 -1.01226 -0.855 0.095 -1.167 0.1002
C -3.47381 0.02766 1.43344 -0.308 -1.524 6.395 0.0113
C -3.97270 -1.48924 1.58464 0.392 2.049 -0.911 -0.4762
O -5.13978 -1.68856 1.64368 -2.718 -0.078 0.739 0.0604
C -3.12126 -2.65736 1.27716 1.908 -0.061 -0.613 -0.0281
H -2.57608 0.20475 2.19160 -2.017 -0.260 -1.073 0.1042
H -4.27486 0.79284 1.61321 0.772 -1.035 -0.528 0.0980
H -2.93064 0.03383 0.61064 1.964 0.643 -4.507 -0.0180
H -2.25315 -2.22769 0.74997 -0.397 -0.672 -0.942 0.0751
H -3.66039 -3.54058 0.86331 0.274 1.169 -0.229 0.1017
H -2.54721 -3.09003 2.06007 0.131 -0.141 1.582 0.0532
C -2.76278 -1.49302 -2.61532 0.893 -3.565 -0.383 0.0072
C -3.63444 -2.69071 -3.05309 0.438 2.425 -1.545 -0.4679
O -4.47005 -2.51910 -3.93270 0.432 -0.514 0.904 0.0467
C -3.32857 -4.01214 -2.50677 -1.342 -3.291 -2.101 -0.0347
H -3.33920 -0.96222 -1.94110 -0.525 0.833 2.501 0.0421
H -2.70472 -0.79124 -3.36481 0.281 1.258 -2.286 0.0531
H -1.73078 -1.86284 -2.37948 -1.170 0.763 0.540 0.0884
H -2.72574 -4.64983 -3.23030 0.710 1.326 1.240 0.1238
H -4.17750 -4.65328 -2.77530 -0.852 0.419 0.304 0.0808
H -3.24325 -4.20790 -1.46679 1.079 0.382 0.818 0.0516
```
Positions in Å, forces in eV/Å.

- E_HOMO: -6.997 eV
- Lowest unoccupied orbital energy: -0.580 eV
- Total charge: -1
- Energy relative to the best compared isomer or geometry (same formula, charge and spin): 122.1 kJ/mol
- Frontier orbital gap: 6.42 eV
- Molar mass: 821.42 g/mol

=====

# 2
Here is C33H34BN3O8ReS as an isolated structure from the Open Molecules 2025 dataset. Energies are from ωB97M-V/def2-TZVPD.

```
81
Properties=species:S:1:pos:R:3:forces:R:3:lowdin_spin:R:1
Re -2.03848 -1.71681 -0.55114 0.996 -0.067 -0.727 0.8082
O -2.65417 5.37368 1.87404 0.111 0.390 0.178 0.0000
C -3.77129 4.64363 1.95119 -0.065 -0.273 -0.070 -0.0004
O -4.76011 5.04412 2.48829 0.166 0.045 -0.076 -0.0010
C -3.71908 3.26522 1.34041 0.104 -0.263 0.002 -0.0042
C -2.54375 2.53643 1.17199 -0.302 0.272 0.085 0.0006
C -2.60830 1.25878 0.65725 -0.098 -0.519 -0.273 -0.0049
C -3.81861 0.67322 0.27772 0.415 1.281 0.713 -0.0008
C -4.99731 1.40222 0.47700 0.267 -0.212 -0.118 -0.0028
C -4.93544 2.67413 1.00834 0.088 0.021 0.018 0.0002
N -3.74024 -0.62105 -0.28553 -1.698 -0.356 -0.177 -0.0060
C -4.86765 -1.23613 -0.62229 1.347 0.665 0.466 0.0560
C -4.72615 -2.45005 -1.33257 0.047 -1.109 -0.661 0.0272
C -5.77960 -3.16590 -1.91769 0.365 0.681 0.591 0.0096
C -5.49533 -4.23011 -2.74160 0.633 -0.246 -0.187 0.0451
C -4.15436 -4.56712 -2.95390 -0.600 0.089 0.059 -0.0048
C -3.15994 -3.86334 -2.30965 0.296 -0.135 0.108 0.0469
N -3.41354 -2.82084 -1.49838 -0.809 -0.270 -0.208 -0.0091
H -1.96049 4.97971 1.33341 -0.092 -0.093 -0.046 0.0000
H -1.58517 2.93720 1.47311 0.064 -0.011 0.006 0.0001
H -1.70370 0.66860 0.54992 -0.212 0.272 0.165 -0.0002
H -5.96658 1.00513 0.23399 -0.189 -0.023 -0.074 -0.0001
H -5.83642 3.23959 1.18497 -0.125 0.038 0.008 0.0001
H -5.84311 -0.82161 -0.42564 -0.065 0.098 0.039 0.0018
H -6.79430 -2.85930 -1.71801 -0.112 0.053 -0.026 -0.0004
H -6.28364 -4.78542 -3.22613 -0.061 -0.040 -0.006 0.0019
H -3.89749 -5.38393 -3.60867 0.106 -0.064 -0.029 -0.0011
H -2.12127 -4.13968 -2.43426 -0.017 0.092 0.046 0.0018
C 4.46401 -6.66904 -2.46747 0.087 -0.052 -0.102 0.0000
C 3.26830 -6.20344 -1.71430 -0.097 0.064 0.199 0.0000
C 3.32693 -6.00491 -0.33613 -0.233 0.015 -0.040 0.0000
C 2.25139 -5.46853 0.35100 0.110 -0.040 0.231 0.0000
C 1.10956 -5.12419 -0.35160 -0.383 0.555 0.214 -0.0001
C 1.00230 -5.37374 -1.71010 -0.023 -0.019 -0.244 0.0000
C 2.07631 -5.92126 -2.38319 -0.188 0.034 0.126 0.0000
S -0.22576 -4.25666 0.41314 0.294 -0.673 1.430 0.0007
O -0.50261 -3.10313 -0.49109 -0.278 0.039 -0.016 0.0051
O -1.39071 -5.03158 0.68264 0.123 -0.307 -0.021 0.0013
N 0.35593 -3.64758 1.83982 -0.407 -0.569 -1.008 -0.0003
C 0.81807 -2.27397 1.95778 0.207 0.667 -0.388 0.0008
C 1.82003 -1.94058 0.84641 -0.111 0.014 0.180 0.0004
C 1.21941 -1.53112 -0.47816 1.241 -0.134 -0.403 0.0010
O 1.61384 -1.82217 -1.55310 -0.273 0.271 0.343 -0.0001
O 0.15149 -0.58544 -0.32049 -0.744 -0.123 -0.160 0.0236
H 5.23426 -7.04808 -1.80236 0.046 -0.047 -0.004 0.0000
H 4.87711 -5.82809 -3.02514 0.084 -0.001 -0.058 0.0000
H 4.19715 -7.43941 -3.18660 0.030 -0.074 -0.056 0.0000
H 4.22398 -6.26909 0.20315 0.065 -0.001 0.057 0.0000
H 2.29931 -5.32710 1.41756 0.067 0.100 0.153 0.0000
H 0.08770 -5.12734 -2.22435 -0.046 0.022 -0.229 0.0000
H 1.99790 -6.12478 -3.44065 -0.003 0.038 -0.099 0.0000
H -0.15308 -3.98412 2.64333 -0.270 -0.313 -0.054 0.0000
H 1.31359 -2.18493 2.92706 -0.078 -0.050 -0.129 0.0002
H -0.02024 -1.55811 1.93610 0.244 -0.190 0.150 0.0006
H 2.47697 -2.79245 0.66413 0.064 0.182 -0.042 0.0002
H 2.44237 -1.10270 1.17698 0.002 -0.005 -0.032 0.0000
C 2.40718 7.21181 1.29792 -0.082 -0.187 -0.194 0.0000
C 3.10699 6.07993 0.53217 0.640 0.209 0.271 0.0000
C 4.53884 5.94356 1.09818 -0.338 0.082 -0.249 0.0000
C 3.19852 6.47815 -0.94218 -0.148 -0.129 0.170 0.0000
C 2.41039 4.75472 0.76157 -0.343 -0.230 0.053 0.0001
C 1.94311 4.44745 2.04971 0.104 0.141 -0.208 0.0001
C 1.27407 3.27876 2.35949 -0.225 -0.469 -0.178 0.0000
C 1.09473 2.38157 1.32788 0.714 0.931 -0.698 0.0001
O 0.48840 1.14971 1.33045 -0.436 -0.904 0.066 0.0007
B 0.62162 0.68545 0.03983 0.087 0.791 0.523 0.0017
O 1.28216 1.56469 -0.75998 -0.064 -0.567 -0.771 0.0002
C 1.58348 2.64352 0.04346 -0.173 0.381 1.303 0.0001
C 2.23803 3.81804 -0.26448 -0.107 -0.159 0.054 0.0000
H 2.87509 8.15870 1.04634 0.037 0.121 -0.016 0.0000
H 2.47814 7.09171 2.37369 0.007 0.004 0.137 0.0000
H 1.35603 7.26229 1.02549 -0.172 0.106 -0.019 0.0000
H 5.05717 6.88800 0.96400 0.185 0.107 0.043 0.0000
H 5.08615 5.16461 0.57525 0.128 -0.106 -0.064 0.0000
H 4.51255 5.70045 2.15607 0.050 -0.010 0.165 0.0000
H 3.56706 7.49899 -1.00681 0.074 0.033 -0.061 0.0000
H 2.22177 6.44652 -1.41942 -0.138 0.034 -0.104 0.0000
H 3.88029 5.84310 -1.50230 0.075 -0.101 -0.064 0.0000
H 2.10935 5.14492 2.85299 -0.003 0.136 0.043 0.0000
H 0.90960 3.08018 3.35355 -0.013 -0.042 0.173 0.0000
H 2.59924 3.98636 -1.26343 0.052 0.107 -0.181 0.0000
```
Positions in Å, forces in eV/Å.

- E_HOMO (spin up / spin down): -13.058 / -13.061 eV
- Lowest unoccupied orbital energy (spin up / spin down): -7.998 / -8.114 eV
- Total charge: +2
- Energy relative to the best compared isomer or geometry (same formula, charge and spin): 176.4 kJ/mol
- Frontier orbital gap (spin up / spin down): 5.06 / 4.95 eV
- 2S+1: 2
- Molar mass: 829.73 g/mol

=====

# 3
Here is C33H34CeN5O5S3 as an isolated structure from the Open Molecules 2025 dataset. Energies are from ωB97M-V/def2-TZVPD.

```
81
Properties=species:S:1:pos:R:3:forces:R:3:lowdin_spin:R:1
Ce 0.03806 1.56211 -1.62495 1.191 -0.084 -1.741 1.0240
C 4.07756 0.44011 -2.10775 0.230 0.111 -0.871 -0.0002
O 3.41906 0.42611 -0.85035 0.540 -0.340 0.998 0.0004
C 4.17756 -0.01419 0.20935 0.015 0.299 -0.105 0.0000
C 5.33246 0.65211 0.61195 -0.299 -0.085 -0.075 0.0000
C 6.04716 0.23611 1.72375 0.132 0.081 0.046 0.0000
C 5.59796 -0.83889 2.46825 -0.160 -0.176 0.036 0.0000
C 4.45226 -1.51829 2.07635 0.120 0.139 -0.003 0.0000
C 3.74896 -1.14039 0.93445 0.390 0.343 -0.131 0.0000
N 2.71456 -1.93049 0.45885 -0.307 -0.389 -0.048 0.0000
C 1.66426 -1.33899 -0.31875 -0.421 0.083 0.136 0.0003
N 1.57526 -1.92919 -1.52185 0.808 -0.130 0.277 0.0003
C 0.75276 -1.72199 -2.64645 -0.939 0.312 -0.127 -0.0003
C -0.33044 -0.81249 -2.63315 0.228 -0.965 -0.808 -0.0021
C -1.07194 -0.83249 -3.83885 -0.085 -0.047 0.469 0.0001
C -0.77474 -1.64139 -4.92615 -0.079 0.023 -0.007 0.0001
C 0.33126 -2.47669 -4.89775 0.155 -0.115 0.027 0.0001
C 1.09436 -2.52419 -3.74835 0.097 -0.023 0.207 0.0000
O 2.26006 -3.32279 -3.65355 -0.373 0.655 0.017 0.0000
C 2.09076 -4.67559 -3.96265 -0.065 -0.342 -0.032 0.0000
N 0.90916 -0.38199 0.12205 0.043 -0.414 -0.705 -0.0012
C 0.93226 0.00251 1.45545 0.123 0.137 0.579 0.0001
C 1.03206 1.36661 1.77175 0.112 -0.577 -0.403 0.0001
C 0.90606 1.81161 3.07025 0.031 0.189 0.224 0.0001
C 0.69546 0.91071 4.09835 0.028 -0.122 -0.114 -0.0001
C 0.60376 -0.44839 3.81705 -0.015 0.037 0.232 0.0001
C 0.70886 -0.90199 2.51625 0.058 -0.084 -0.368 0.0000
O 0.59086 -2.24969 2.17785 0.057 0.559 -0.160 0.0000
C 0.13546 -3.12769 3.16355 -0.058 -0.189 0.213 0.0000
H 3.43606 1.06371 -2.76975 0.249 -0.255 0.175 -0.0003
H 4.15026 -0.58009 -2.50915 0.024 -0.014 0.112 0.0000
H 5.08016 0.87451 -2.03845 -0.025 -0.012 0.096 0.0000
H 5.66246 1.51061 0.04585 -0.053 0.067 -0.080 0.0000
H 6.94846 0.76091 2.01325 -0.003 0.048 0.014 0.0000
H 6.13326 -1.15419 3.35545 -0.001 -0.016 0.005 0.0000
H 4.10076 -2.36629 2.65085 -0.043 -0.084 0.020 0.0000
H 2.35276 -2.57529 1.15405 -0.043 0.174 -0.179 0.0000
H 2.34266 -2.55879 -1.72875 -0.079 0.198 0.256 0.0000
H -1.94324 -0.18369 -3.92015 0.100 0.043 -0.036 0.0000
H -1.38994 -1.62049 -5.81865 -0.014 0.097 -0.038 0.0000
H 0.59786 -3.06319 -5.76785 0.055 -0.044 0.002 0.0000
H 3.08206 -5.13209 -3.92165 -0.058 -0.025 -0.005 0.0000
H 1.67576 -4.82729 -4.96535 0.035 0.007 0.072 0.0000
H 1.43456 -5.17519 -3.23485 0.017 0.043 -0.081 0.0000
H 1.18746 2.07651 0.95855 -0.042 -0.045 0.290 0.0001
H 0.94486 2.87101 3.27225 0.007 0.111 -0.029 0.0000
H 0.59286 1.24931 5.12005 -0.007 0.034 0.044 0.0000
H 0.44806 -1.14089 4.63185 -0.044 -0.064 0.014 0.0000
H -0.02114 -4.08679 2.66765 -0.021 0.036 0.050 0.0000
H -0.80634 -2.78649 3.60455 -0.010 0.001 -0.001 0.0000
H 0.87326 -3.26159 3.96575 -0.056 0.018 -0.015 0.0000
O -1.07044 4.75941 1.07015 0.076 -0.194 -0.214 0.0001
C -1.21914 4.24191 -0.04295 -0.561 0.987 0.641 -0.0001
O -0.36554 3.47951 -0.59425 0.032 0.250 0.249 -0.0040
C -2.48484 4.59931 -0.81735 0.008 -0.110 -0.126 0.0001
C -3.08724 5.78881 -0.41735 -0.011 0.277 0.214 0.0000
C -4.24124 6.28041 -0.99515 -0.082 0.159 0.071 0.0001
C -4.83564 5.55181 -2.01705 -0.140 0.036 -0.023 0.0000
C -4.26654 4.37121 -2.42935 -0.125 0.141 -0.014 -0.0001
C -3.08384 3.86071 -1.86285 0.090 -0.017 0.072 -0.0001
S -2.57914 2.34651 -2.54385 0.186 -0.490 -0.093 -0.0025
H -2.60894 6.33111 0.38975 -0.013 -0.061 -0.015 0.0000
H -4.68634 7.20971 -0.65615 0.077 0.019 0.030 0.0000
H -5.74844 5.90711 -2.48485 -0.011 -0.003 -0.028 0.0000
H -4.72264 3.78841 -3.21875 -0.009 0.000 -0.032 -0.0001
S -2.07694 1.37101 0.84365 -0.345 -0.151 0.374 -0.0006
C -2.77854 0.09421 1.62865 0.580 0.301 -0.163 0.0001
N -2.46994 -1.20839 1.36995 -0.191 0.457 -0.097 0.0001
C -3.37974 -2.24669 1.78915 -0.239 -0.169 0.229 0.0000
C -4.80444 -1.68559 1.79945 0.186 0.062 0.139 0.0000
C -4.85374 -0.53479 2.80025 -0.217 -0.390 0.226 0.0000
N -3.68844 0.31771 2.64065 0.012 0.022 -0.268 0.0000
H -1.87304 -1.34289 0.56405 -0.035 0.023 -0.021 0.0000
H -3.12194 -2.57829 2.80835 -0.063 -0.116 -0.143 0.0000
H -3.29764 -3.10159 1.11405 0.075 0.100 0.065 0.0000
H -5.53414 -2.45159 2.06825 0.019 0.009 -0.002 0.0000
H -5.03254 -1.31099 0.80015 -0.044 -0.041 -0.040 0.0000
H -4.86644 -0.93809 3.82475 -0.090 0.004 -0.143 0.0000
H -5.77134 0.04991 2.66375 0.117 -0.043 0.000 0.0000
H -3.85264 1.30821 2.75425 0.077 -0.083 -0.085 0.0000
S 1.80726 2.26721 -3.55985 -0.903 -0.180 0.745 -0.0146
```
Positions in Å, forces in eV/Å.

- E_HOMO (spin up / spin down): -0.053 / -0.061 eV
- Lowest unoccupied orbital energy (spin up / spin down): 3.627 / 3.627 eV
- Total charge: -2
- Energy relative to the best compared isomer or geometry (same formula, charge and spin): 82.0 kJ/mol
- Frontier orbital gap (spin up / spin down): 3.68 / 3.69 eV
- 2S+1: 2
- Molar mass: 816.98 g/mol